No. 1
Below is C37H24CaCl2N5O6PS2 as an isolated structure, with properties calculated with ωB97M-V/def2-TZVPD.

Element x y z (Å)
1 Ca -0.78836 -1.34791 1.21346
2 Cl -2.63626 -7.02391 -2.45974
3 C -1.94396 -5.99591 -1.24784
4 C -2.37056 -4.68151 -1.15824
5 C -1.84386 -3.82901 -0.19044
6 N -2.17126 -2.50801 -0.02774
7 C -3.30306 -1.96991 -0.44944
8 O -4.23626 -2.47961 -1.08204
9 C -3.43756 -0.53101 -0.01664
10 C -4.21596 0.33309 -0.78344
11 C -4.42606 1.62189 -0.33804
12 C -3.85976 1.99889 0.86826
13 C -3.07276 1.08339 1.54896
14 N -2.86666 -0.15431 1.12436
15 C -0.87306 -4.33341 0.73046
16 C -0.46846 -5.66431 0.62136
17 C -0.99316 -6.47961 -0.36654
18 Cl -0.45786 -8.12711 -0.47564
19 N -0.40516 -3.42811 1.63546
20 C 0.38614 -3.68361 2.66466
21 O 0.77144 -4.76351 3.12906
22 C 0.84514 -2.40171 3.31726
23 C 2.14734 -2.33681 3.80576
24 C 2.60164 -1.15381 4.35596
25 C 1.71464 -0.09381 4.45926
26 C 0.42874 -0.25901 3.96786
27 N 0.00294 -1.37281 3.38746
28 H -3.11856 -4.31241 -1.84214
29 H -4.62816 -0.02841 -1.71234
30 H -5.01416 2.32119 -0.91804
31 H -4.00526 2.99369 1.25856
32 H -2.58436 1.35679 2.47796
33 H 0.25174 -6.05991 1.32016
34 H 2.77754 -3.20901 3.71136
35 H 3.62564 -1.06431 4.69836
36 H 2.00924 0.84999 4.89666
37 H -0.28156 0.55899 4.02796
38 S 0.01834 2.96819 2.85396
39 P 0.22814 2.94819 0.89366
40 S -0.42716 1.47439 -0.26214
41 C 1.97744 3.36459 0.50556
42 C 2.80444 2.43629 -0.10814
43 C 4.12764 2.75379 -0.36014
44 C 4.62414 3.99259 0.00776
45 C 3.80454 4.91119 0.64656
46 C 2.48224 4.59839 0.89866
47 C -0.67186 4.37709 0.18986
48 C -1.79316 4.85099 0.85326
49 C -2.59866 5.80369 0.26026
50 C -2.28026 6.29009 -0.99694
51 C -1.16356 5.81049 -1.66424
52 C -0.36776 4.84459 -1.08214
53 H 2.40384 1.47219 -0.38814
54 H 4.77124 2.02799 -0.83864
55 H 5.65884 4.23969 -0.19274
56 H 4.20454 5.86989 0.95166
57 H 1.83214 5.30199 1.40556
58 H -2.00476 4.46269 1.84266
59 H -3.47796 6.17079 0.77546
60 H -2.90966 7.03539 -1.46404
61 H -0.92216 6.19029 -2.64904
62 H 0.48644 4.43159 -1.60424
63 O 3.20274 -1.45601 0.27176
64 C 2.03434 -1.40551 -0.10714
65 O 1.03164 -1.10271 0.58026
66 C 1.76644 -1.72341 -1.59284
67 C 2.86574 -1.97221 -2.41234
68 C 2.69544 -2.27701 -3.74404
69 C 1.40104 -2.34321 -4.26214
70 C 0.28884 -2.10821 -3.45074
71 C 0.47874 -1.79061 -2.11934
72 N 1.22794 -2.63671 -5.64314
73 O 0.09944 -2.63481 -6.11054
74 O 2.22534 -2.87091 -6.31574
75 H 3.84664 -1.90921 -1.96234
76 H 3.53384 -2.45771 -4.40264
77 H -0.70036 -2.18131 -3.88364
78 H -0.36496 -1.58231 -1.47174

Values from the calculation:
**Electronic energy**: -132944.0698 eV
**Net charge**: -2
**Energy relative to the best compared isomer or geometry (same formula, charge and spin)**: 105.9 kJ/mol

***

No. 2
Below is C37H25F10MoN6O2 as an isolated structure, with properties calculated with ωB97M-V/def2-TZVPD.

Element x y z (Å)
1 Mo 0.26967 -0.29546 -0.62485
2 C 1.73667 -2.42089 1.21990
3 N 1.97388 -1.71557 -0.06941
4 C 3.20279 -0.91591 0.06080
5 C 2.82827 0.25892 0.93879
6 N 1.46064 0.71680 0.58383
7 C 1.20666 1.96457 1.20874
8 C 0.78872 3.08046 0.47614
9 F 0.55172 2.92991 -0.83630
10 C 0.61075 4.32721 1.03758
11 F 0.21859 5.33421 0.28232
12 C 0.82166 4.49499 2.40374
13 F 0.64810 5.65864 2.95887
14 C 1.19319 3.39843 3.17908
15 F 1.33572 3.52600 4.47538
16 C 1.39269 2.16551 2.58587
17 F 1.70083 1.13647 3.36415
18 C 2.04104 -2.71199 -1.15489
19 C 0.59962 -3.06288 -1.57754
20 N -0.36747 -2.14352 -0.92959
21 C -1.49824 -2.79314 -0.37054
22 C -2.79892 -2.26337 -0.47504
23 F -2.96521 -1.05292 -0.99911
24 C -3.94138 -2.93633 -0.09608
25 F -5.11106 -2.35716 -0.26323
26 C -3.84152 -4.21046 0.45035
27 F -4.90285 -4.87098 0.79575
28 C -2.57329 -4.75232 0.65149
29 F -2.43889 -5.92581 1.21904
30 C -1.44595 -4.04985 0.27686
31 F -0.27250 -4.59999 0.59033
32 H 2.61316 -3.02587 1.46188
33 H 1.57561 -1.71864 2.03521
34 H 0.88800 -3.09281 1.14277
35 H 4.01383 -1.49313 0.50782
36 H 3.51899 -0.57936 -0.92066
37 H 2.89353 -0.00500 1.99321
38 H 3.52402 1.08496 0.78010
39 H 2.60959 -2.30598 -1.98652
40 H 2.54948 -3.61269 -0.80884
41 H 0.48742 -2.98561 -2.65943
42 H 0.39216 -4.09762 -1.34429
43 O -2.58397 0.85256 6.84655
44 C -1.59463 0.41203 6.09121
45 O -0.58097 -0.04302 6.53370
46 C -1.71718 0.50353 4.57939
47 C -2.22222 1.62992 3.93615
48 C -2.09125 1.77753 2.56523
49 C -1.46707 0.78131 1.81322
50 C -1.02681 -0.37497 2.45825
51 C -1.12828 -0.50610 3.82676
52 N -1.25148 0.86503 0.40333
53 C -1.92400 1.68627 -0.33491
54 C -1.84533 1.56174 -1.76176
55 C -2.58129 2.35809 -2.62208
56 C -2.63824 2.01864 -3.96932
57 C -2.01951 0.84689 -4.36827
58 C -1.28067 0.11423 -3.44613
59 N -1.13320 0.48595 -2.17830
60 H -3.38554 1.13373 6.39413
61 H -2.68532 2.42892 4.50232
62 H -2.45083 2.69710 2.12283
63 H -0.60211 -1.18826 1.87607
64 H -0.73444 -1.37194 4.34310
65 H -2.63691 2.38760 0.08244
66 H -3.10824 3.22167 -2.23652
67 H -3.18876 2.62829 -4.67350
68 H -2.10206 0.48990 -5.38567
69 H -0.82816 -0.81450 -3.75457
70 N 4.75404 1.61256 -6.40660
71 C 4.09444 1.34510 -5.50507
72 C 3.25670 0.99568 -4.39882
73 C 2.45621 -0.14470 -4.47228
74 C 1.62949 -0.47386 -3.41221
75 C 1.58921 0.29288 -2.24340
76 C 2.42825 1.40710 -2.17848
77 C 3.23927 1.77008 -3.24064
78 H 2.47903 -0.76878 -5.35575
79 H 1.02813 -1.36150 -3.53723
80 H 2.49379 2.01561 -1.28795
81 H 3.87021 2.64588 -3.16888

Values from the calculation:
**Electronic energy**: -80809.4963 eV
**Net charge**: +3

***

> Among the records above, which one has the highest electronic energy?

C37H25F10MoN6O2

***

> net charge of number 1 (C37H24CaCl2N5O6PS2)?

-2

***

> Among the records above, which one has the highest electronic energy?

C37H25F10MoN6O2